The following is a quantum chemistry calculation of a molecular structure, C33H38AsAuBF6O2P2 at a distorted geometry, from the OMol25 dataset.

Each line ends with the Mulliken spin population.
Positions of all 84 atoms, in Å:
Au (-0.314, 0.140, 0.747)  -0.080
C (-2.622, 1.407, -1.218)  0.053
C (-1.426, 2.093, -1.878)  -0.002
P (0.199, 1.253, -1.550)  0.006
C (1.426, 2.541, -1.170)  0.000
C (1.179, 3.908, -1.164)  0.000
C (2.202, 4.796, -0.863)  0.000
C (3.472, 4.325, -0.566)  0.000
C (3.727, 2.960, -0.586)  0.000
C (2.707, 2.072, -0.882)  0.000
C (0.732, 0.731, -3.215)  0.000
C (0.927, -0.598, -3.563)  0.000
C (1.272, -0.948, -4.864)  0.000
C (1.421, 0.038, -5.825)  0.000
C (1.244, 1.374, -5.482)  0.000
C (0.907, 1.720, -4.186)  0.000
C (-3.098, 0.117, -1.944)  0.077
P (-3.417, -1.213, -0.753)  0.548
C (-4.487, -2.493, -1.288)  0.065
C (-5.246, -2.368, -2.468)  0.062
C (-6.024, -3.428, -2.883)  -0.027
C (-6.089, -4.588, -2.113)  0.116
C (-5.373, -4.702, -0.921)  -0.029
C (-4.582, -3.658, -0.498)  0.090
C (-1.798, -1.947, -0.360)  0.032
C (-1.076, -2.512, -1.393)  0.045
C (0.176, -3.091, -1.151)  0.006
C (0.724, -3.086, 0.112)  -0.002
C (0.010, -2.518, 1.175)  0.019
C (-1.255, -1.948, 0.950)  0.005
H (-3.466, 2.094, -1.174)  0.006
H (-2.391, 1.215, -0.167)  -0.026
H (-1.359, 3.115, -1.510)  -0.002
H (-1.577, 2.139, -2.958)  0.002
H (0.198, 4.305, -1.387)  0.000
H (2.004, 5.860, -0.863)  0.000
H (4.262, 5.021, -0.320)  0.000
H (4.721, 2.590, -0.374)  0.000
H (2.912, 1.006, -0.899)  0.000
H (0.844, -1.368, -2.811)  -0.001
H (1.434, -1.986, -5.122)  0.000
H (1.688, -0.229, -6.839)  0.000
H (1.379, 2.148, -6.226)  0.000
H (0.794, 2.767, -3.925)  0.000
H (-2.358, -0.270, -2.654)  0.007
H (-4.011, 0.327, -2.500)  -0.010
H (-5.213, -1.464, -3.059)  0.001
H (-6.590, -3.354, -3.801)  0.001
H (-6.716, -5.408, -2.438)  0.003
H (-5.447, -5.602, -0.328)  0.000
H (-4.039, -3.733, 0.437)  0.003
H (-1.480, -2.538, -2.398)  0.007
H (0.715, -3.552, -1.968)  0.001
H (1.686, -3.546, 0.291)  0.000
H (0.388, -2.557, 2.187)  -0.001
H (-1.866, -1.650, 1.800)  -0.005
F (-0.366, 2.361, 1.013)  0.000
As (-1.540, 2.818, 2.391)  0.003
F (-2.305, 1.248, 2.001)  0.015
F (-2.516, 3.525, 1.177)  0.000
F (-2.620, 3.080, 3.658)  0.000
F (-0.631, 4.228, 2.617)  0.000
F (-0.435, 1.893, 3.370)  0.001
C (2.330, -1.759, 4.918)  0.000
C (2.033, -0.435, 4.256)  0.000
C (1.646, 0.613, 5.276)  0.000
O (0.809, -0.653, 3.374)  0.006
B (1.130, 0.046, 2.300)  0.002
O (2.312, 0.555, 2.047)  0.002
C (3.130, 0.039, 3.215)  0.000
C (3.987, 1.185, 3.694)  0.000
C (3.965, -1.086, 2.642)  0.000
H (1.519, -2.013, 5.599)  0.000
H (3.246, -1.678, 5.505)  0.000
H (2.450, -2.569, 4.201)  0.000
H (0.759, 0.276, 5.809)  0.000
H (1.428, 1.575, 4.822)  0.000
H (2.452, 0.737, 5.999)  0.000
H (3.394, 2.069, 3.912)  0.000
H (4.721, 1.436, 2.931)  0.000
H (4.524, 0.890, 4.597)  0.000
H (3.343, -1.890, 2.242)  0.000
H (4.620, -1.506, 3.404)  0.000
H (4.584, -0.695, 1.836)  0.000

Properties
multiplicity	2
expectation value of S²	0.76
E_LUMO (spin up / spin down)	-8.0 / -8.8	eV
electronic energy	-5108.5689	Eh
charge	+2
ΔE to the lowest compared entry with this formula, charge and spin	30.8	kcal per mole
orbital gap (spin up / spin down)	5.670 / 4.807	eV

The following is a quantum chemistry calculation of a molecular structure, C33H38ClFeN4S3Se2, from the OMol25 dataset.

Each line ends with the Mulliken spin population.
Positions of all 82 atoms, in Å:
Fe (-1.281, 1.125, -0.312)  1.211
C (1.008, -1.250, 4.450)  0.000
Se (0.090, -1.293, 2.737)  0.004
C (-1.605, -0.554, 3.355)  0.001
C (-1.562, 0.944, 3.551)  -0.002
Se (-1.349, 2.087, 1.957)  -0.040
C (-3.051, 3.013, 2.094)  0.005
H (0.508, -1.901, 5.161)  0.000
H (1.072, -0.236, 4.837)  0.000
H (2.015, -1.618, 4.272)  0.000
H (-1.846, -1.032, 4.306)  0.000
H (-2.368, -0.848, 2.641)  0.001
H (-0.717, 1.228, 4.176)  0.000
H (-2.470, 1.311, 4.031)  0.000
H (-3.072, 3.492, 3.070)  -0.003
H (-3.880, 2.320, 1.984)  0.000
H (-3.076, 3.779, 1.323)  0.002
S (-1.995, -0.986, 0.030)  -0.053
C (-0.793, -1.959, -0.661)  0.000
N (-0.995, -3.193, -1.037)  0.009
C (0.104, -4.012, -1.562)  0.000
C (1.361, -3.670, -0.817)  -0.002
N (1.603, -2.227, -0.951)  0.022
C (3.016, -1.763, -1.024)  -0.003
C (3.859, -2.652, -1.892)  0.002
C (4.830, -3.472, -1.330)  0.000
C (5.597, -4.299, -2.140)  0.000
C (5.390, -4.311, -3.511)  0.000
C (4.422, -3.489, -4.077)  0.000
C (3.662, -2.658, -3.271)  0.000
C (0.610, -1.383, -0.821)  0.011
S (0.821, 0.293, -0.778)  -0.009
C (-2.301, -3.883, -0.923)  -0.004
C (-2.253, -4.902, 0.185)  0.003
C (-2.316, -6.258, -0.115)  0.000
C (-2.251, -7.203, 0.900)  0.000
C (-2.114, -6.794, 2.217)  0.000
C (-2.047, -5.439, 2.521)  0.000
C (-2.120, -4.496, 1.511)  -0.003
H (0.205, -3.820, -2.633)  0.001
H (-0.157, -5.056, -1.409)  0.000
H (2.212, -4.201, -1.234)  0.000
H (1.273, -3.913, 0.246)  0.001
H (3.393, -1.718, 0.001)  0.001
H (2.992, -0.749, -1.418)  0.001
H (4.995, -3.460, -0.259)  0.000
H (6.357, -4.930, -1.700)  0.000
H (5.989, -4.952, -4.142)  0.000
H (4.273, -3.488, -5.149)  0.000
H (2.922, -2.002, -3.717)  0.000
H (-2.478, -4.367, -1.884)  0.000
H (-3.064, -3.124, -0.771)  0.002
H (-2.436, -6.580, -1.143)  0.000
H (-2.311, -8.256, 0.660)  0.000
H (-2.066, -7.529, 3.009)  0.000
H (-1.946, -5.121, 3.550)  0.000
H (-2.071, -3.441, 1.757)  0.002
S (1.629, 6.894, -1.874)  0.000
C (0.780, 5.399, -1.416)  0.000
C (-0.484, 5.090, -1.902)  0.000
C (-1.092, 3.911, -1.523)  0.000
N (-0.525, 3.014, -0.701)  -0.034
C (0.698, 3.325, -0.230)  -0.005
C (1.374, 4.479, -0.560)  -0.002
C (0.568, 8.051, -1.016)  0.000
C (0.894, 8.463, 0.266)  0.000
C (0.046, 9.363, 0.899)  0.000
N (-1.060, 9.849, 0.345)  0.000
C (-1.344, 9.463, -0.895)  0.000
C (-0.565, 8.575, -1.622)  0.000
H (-0.996, 5.757, -2.580)  0.000
H (-2.077, 3.685, -1.902)  -0.001
H (1.146, 2.630, 0.468)  0.001
H (2.353, 4.667, -0.143)  0.000
H (1.784, 8.101, 0.761)  0.000
H (0.272, 9.707, 1.902)  0.000
H (-2.236, 9.890, -1.338)  0.000
H (-0.825, 8.324, -2.642)  0.000
Cl (-2.455, 1.185, -2.311)  -0.003
C (-3.126, 1.581, -0.704)  -0.119
H (-3.916, 0.875, -0.470)  0.002
H (-3.431, 2.620, -0.663)  0.003

Properties
multiplicity	2
expectation value of S²	0.80
E_LUMO (spin up / spin down)	-6.6 / -6.7	eV
electronic energy	-9220.1295	Eh
charge	+2
ΔE to the lowest compared entry with this formula, charge and spin	10.9	kcal per mole
orbital gap (spin up / spin down)	6.879 / 6.753	eV

The following is a quantum chemistry calculation of a molecular structure, C33H38ClMoO4S2Si2 at a distorted geometry, from the OMol25 dataset.

Each line ends with the Mulliken spin population.
Positions of all 81 atoms, in Å:
Mo (-0.788, 0.487, -0.490)  2.065
C (-0.574, -1.235, -3.864)  -0.001
Si (-0.118, -1.408, -2.071)  -0.141
C (1.720, -1.773, -2.011)  0.017
C (-0.896, -2.991, -1.423)  -0.005
C (-1.133, -4.099, -2.248)  0.001
C (-1.604, -5.294, -1.715)  0.001
C (-1.837, -5.400, -0.346)  -0.001
C (-1.596, -4.308, 0.479)  -0.004
C (-1.135, -3.096, -0.052)  -0.009
Si (-0.760, -1.607, 1.005)  -0.075
C (0.819, -1.977, 1.930)  0.007
C (-2.114, -1.458, 2.288)  0.008
H (-0.133, -2.069, -4.421)  -0.002
H (-0.189, -0.304, -4.293)  0.002
H (-1.660, -1.263, -4.015)  0.001
H (1.877, -2.725, -2.539)  -0.001
H (2.057, -1.909, -0.979)  -0.001
H (2.347, -1.010, -2.487)  0.006
H (-0.942, -4.039, -3.319)  0.000
H (-1.786, -6.144, -2.365)  0.000
H (-2.206, -6.328, 0.073)  0.000
H (-1.781, -4.402, 1.549)  0.000
H (0.679, -2.917, 2.478)  -0.002
H (1.082, -1.196, 2.655)  0.003
H (1.667, -2.112, 1.247)  0.003
H (-2.015, -2.260, 3.028)  -0.001
H (-3.095, -1.539, 1.810)  0.002
H (-2.089, -0.508, 2.830)  0.000
O (0.091, 1.195, 1.374)  -0.002
S (-0.467, 1.623, 2.735)  0.000
C (0.505, 3.108, 3.108)  -0.002
C (0.861, 3.916, 1.854)  0.002
C (2.251, 3.587, 1.299)  0.000
C (2.465, 4.135, -0.113)  0.001
S (1.954, 2.962, -1.395)  0.005
O (0.702, 2.306, -0.847)  0.024
C (3.321, 1.835, -1.173)  -0.014
C (4.493, 2.107, -1.874)  -0.002
C (5.592, 1.278, -1.701)  0.000
C (5.513, 0.194, -0.833)  0.000
C (4.336, -0.069, -0.146)  0.015
C (3.223, 0.747, -0.322)  -0.006
C (-2.052, 2.361, 2.413)  -0.002
C (-2.393, 2.855, 1.160)  0.044
C (-3.640, 3.436, 0.984)  0.016
C (-4.526, 3.520, 2.051)  0.001
C (-4.174, 3.020, 3.298)  0.000
C (-2.934, 2.428, 3.483)  -0.001
H (1.397, 2.753, 3.631)  -0.001
H (-0.117, 3.656, 3.817)  0.000
H (0.812, 4.979, 2.097)  0.000
H (0.125, 3.742, 1.081)  0.000
H (2.401, 2.509, 1.296)  0.000
H (3.006, 4.013, 1.959)  0.000
H (3.513, 4.337, -0.343)  0.000
H (1.890, 5.048, -0.289)  0.000
H (4.542, 2.955, -2.555)  -0.001
H (6.507, 1.474, -2.248)  0.000
H (6.374, -0.455, -0.699)  0.000
H (4.278, -0.917, 0.528)  0.001
H (2.303, 0.529, 0.186)  0.007
H (-1.702, 2.803, 0.330)  -0.033
H (-3.916, 3.831, 0.012)  -0.001
H (-5.500, 3.973, 1.906)  0.000
H (-4.870, 3.081, 4.127)  0.000
H (-2.656, 2.011, 4.448)  0.000
Cl (-7.457, 2.157, -3.066)  0.001
C (-6.023, 1.559, -2.297)  0.011
C (-6.113, 1.001, -1.005)  -0.004
C (-5.001, 0.519, -0.368)  0.009
C (-3.742, 0.589, -0.989)  0.005
O (-2.700, 0.108, -0.359)  -0.006
C (-3.655, 1.166, -2.270)  0.052
C (-2.395, 1.389, -2.884)  0.003
O (-1.293, 1.174, -2.364)  0.010
C (-4.821, 1.628, -2.924)  -0.008
H (-7.082, 0.957, -0.520)  0.000
H (-5.060, 0.088, 0.623)  0.002
H (-2.374, 1.816, -3.890)  0.001
H (-4.744, 2.048, -3.923)  0.001

Properties
multiplicity	3
expectation value of S²	2.03
E_LUMO (spin up / spin down)	-3.1 / -3.2	eV
electronic energy	-3484.8082	Eh
charge	+1
orbital gap (spin up / spin down)	7.006 / 7.141	eV